[1]
ORCA calculation (the ωB97M-V functional and the def2-TZVPD basis) on a structure of composition C24H32Br4N4O7Sr.

Geometry as XYZ:
```
72
Properties=species:S:1:pos:R:3:forces:R:3
C 1.744089 -2.055379 5.239893 1.069 0.189 0.394
H 2.760401 2.117204 1.690160 0.201 -0.101 0.116
H 2.049761 3.611688 2.301122 -0.145 0.119 -0.209
C 0.617356 -2.696132 -1.856799 -0.824 1.070 0.768
H 3.879942 -0.542717 2.440149 0.107 -0.267 0.020
N 1.399655 -1.051865 1.648271 0.495 -0.085 0.790
O 0.410359 -1.118551 -4.055098 0.136 1.033 -0.147
H 1.208181 -2.629602 5.980543 -0.207 0.270 0.105
H -5.071022 -2.002522 0.499087 0.010 -0.078 0.024
H 3.404014 -1.819358 6.508238 0.268 0.535 0.013
C -5.292948 -2.882244 -1.458477 -0.251 -0.162 1.424
H 0.599442 1.205697 -2.257414 0.094 0.261 0.266
O -2.445082 -1.301689 -4.841230 -0.007 0.406 -0.054
H -0.348035 -2.224747 -2.004533 0.136 -0.079 -0.400
C 1.980554 -1.348408 2.949587 1.048 -0.116 1.398
O 2.542915 -1.130629 -4.370636 0.386 0.799 -0.410
H -6.099076 -3.523335 -1.127780 0.024 -0.145 -0.231
Br 2.727388 5.263357 0.085692 0.190 -0.320 0.066
H -2.874225 3.313428 -4.454269 -0.080 0.114 0.162
H -3.210004 -0.596386 -0.155908 0.170 0.060 -0.279
H 4.863140 -0.888006 4.699347 -0.014 0.272 -0.157
H 3.835776 -2.766760 -2.999086 -0.190 0.319 -0.186
C -3.854536 -2.019115 -3.133834 0.400 -0.289 0.048
C 3.834721 3.949605 1.060861 -1.057 -0.055 0.484
C -4.714671 -2.038849 -0.519873 0.259 0.344 -0.683
H 0.017579 2.136245 0.142987 0.202 0.028 0.158
H -0.791038 3.261789 2.750273 0.259 -0.236 -0.209
O -3.970898 -2.738644 -5.297974 -0.261 -0.502 -0.746
H 3.988409 -4.375773 -1.167917 0.148 0.201 -0.060
H -1.796603 1.791148 2.639019 0.070 -0.241 0.013
O 2.146447 -0.864315 0.706657 0.028 0.091 -0.286
C 3.025504 -1.570976 5.524376 -0.372 -1.431 0.101
H -0.898263 0.845858 -1.480263 -0.341 0.019 -0.337
C -1.254344 2.449826 3.303323 0.468 0.355 0.384
C 3.824797 -1.106880 4.496010 0.070 -0.225 0.720
H 4.300016 3.320366 0.315780 0.325 0.132 -0.016
N -3.406386 -2.038585 -4.527888 0.581 0.770 0.615
C -3.663569 -1.213470 -0.925518 -0.485 0.145 1.249
C -4.812986 -2.935636 -2.734983 -0.321 0.044 -1.037
C -0.092470 2.662185 -0.797926 0.372 0.863 -0.910
H 4.507654 4.544982 1.660638 0.358 0.087 -0.427
H -0.134254 -3.737872 -0.157523 0.088 -0.009 0.159
C -2.132598 3.071621 4.334638 -1.177 0.232 -0.265
H -5.223972 -3.658871 -3.423185 0.033 0.119 -0.201
Br -3.541644 4.011915 3.319085 0.069 0.087 0.086
H -0.881687 3.414837 -0.707485 -0.313 -0.374 0.074
H 2.143757 -4.731312 0.340977 -0.091 0.076 0.012
H 0.233410 -2.273731 3.811850 0.053 0.134 -0.259
C 3.303000 -1.015119 3.228828 -0.140 1.055 -1.453
O 0.195345 -0.968912 1.612435 -0.775 -0.045 -0.515
H -1.667512 3.472987 -3.226001 0.176 -1.278 -0.287
N 1.585928 -1.427782 -3.728433 -0.737 -1.421 0.480
C 2.976940 3.124050 2.034408 0.234 0.544 0.258
H -1.575671 4.343478 -4.688042 -0.366 0.527 0.056
Br 3.916877 3.096052 3.762317 -0.117 -0.476 -0.256
H -1.652428 3.824003 4.944411 0.156 -0.040 0.066
C 2.966444 -2.917194 -2.375679 0.530 -0.278 0.041
H -2.380631 -0.565371 -2.476620 -0.210 0.120 -0.288
C -3.245026 -1.166743 -2.231098 0.510 -0.099 0.028
N -2.260140 3.997314 -4.019539 -0.450 0.900 0.398
H -2.840937 4.733738 -3.608928 0.196 0.164 -0.449
C 0.741782 -3.507064 -0.743994 0.691 -0.145 -0.613
H -2.701875 2.369862 4.929783 0.247 -0.154 0.183
Br 0.147096 1.463493 4.248652 -0.047 0.044 -0.309
C 1.998298 -4.048394 -0.488771 -0.119 -0.541 0.119
H 0.786568 3.257777 -1.049434 0.204 -0.085 0.433
C -0.340688 1.682581 -1.923462 -0.135 -0.953 0.181
C 3.078230 -3.820192 -1.339556 -0.385 0.048 0.424
C 1.241158 -1.909756 3.982053 -1.672 -0.304 -1.013
O -1.000551 2.213139 -3.068539 0.340 -0.335 -0.880
Sr -0.539734 0.996282 -5.181249 -0.101 -1.317 1.613
C 1.732590 -2.317588 -2.586532 -0.014 -0.393 -0.356
```
Forces are in eV/Å.

Molar mass ... 895.8 g mol⁻¹
F_max ... 2.1 eV/A
2S+1 ... 1
LUMO ... -0.2682 Eh
ΔE to the lowest compared entry with this formula, charge and spin ... 0.0 kJ/mol
Charge ... +2

Just the Löwdin charges please, in e? Sure, here they are:
1. C -0.064
2. H 0.041
3. H 0.012
4. C 0.003
5. H 0.119
6. N -0.357
7. O -0.154
8. H 0.118
9. H 0.120
10. H 0.117
11. C -0.045
12. H 0.096
13. O -0.068
14. H 0.111
15. C -0.186
16. O 0.144
17. H 0.124
18. Br 0.601
19. H 0.120
20. H 0.114
21. H 0.118
22. H 0.131
23. C -0.142
24. C -0.641
25. C -0.028
26. H 0.072
27. H 0.044
28. O 0.166
29. H 0.123
30. H 0.047
31. O 0.054
32. C -0.040
33. H 0.092
34. C -0.717
35. C -0.061
36. H 0.054
37. N -0.328
38. C -0.056
39. C 0.011
40. C -0.071
41. H 0.016
42. H 0.120
43. C -0.675
44. H 0.133
45. Br 0.605
46. H 0.084
47. H 0.123
48. H 0.122
49. C -0.017
50. O 0.047
51. H 0.065
52. N -0.314
53. C -0.675
54. H 0.129
55. Br 0.631
56. H 0.061
57. C 0.021
58. H 0.088
59. C -0.023
60. N 0.223
61. H 0.150
62. C -0.046
63. H 0.053
64. Br 0.706
65. C -0.033
66. H 0.031
67. C -0.385
68. C -0.034
69. C -0.061
70. O -0.510
71. Sr 1.715
72. C -0.144

[2]
ORCA calculation (the ωB97M-V functional and the def2-TZVPD basis) on a structure of composition C8H31HgN6O10.

Geometry as XYZ:
```
56
Properties=species:S:1:pos:R:3:forces:R:3
C -0.513821 -4.157410 -1.066592 -0.321 0.184 -1.800
C 1.261885 0.179779 -0.341878 0.271 0.650 0.317
Hg 2.574634 -1.802726 2.190318 -1.320 0.822 -1.442
C 2.166182 4.417481 2.813886 -0.130 0.247 -0.303
H 1.844536 -0.196030 -1.190226 0.123 0.007 0.132
N 1.379044 -1.833015 -3.353612 0.326 -0.051 0.618
H -2.241565 2.048750 -0.974345 -0.203 -0.223 0.027
H -1.207798 1.074901 3.162893 0.219 0.471 -0.280
H -3.431962 2.104992 -2.959153 0.038 0.015 -0.071
O 0.386535 -2.492065 2.790196 0.632 0.016 0.377
H -0.294950 -1.790354 2.753976 -0.182 -0.112 -0.586
H -1.371682 4.694539 -2.725306 -0.204 0.105 -0.034
O 1.398186 -0.475736 0.903253 -0.405 -0.438 1.221
O 0.939613 2.316788 2.802290 0.087 -0.064 0.050
H -1.674635 -0.924705 -3.877462 0.141 0.214 -0.173
H 2.515674 -1.814363 -0.535844 -0.080 -0.014 0.154
H 2.261301 -1.451999 -3.058875 0.105 0.143 -0.525
O 2.976820 -2.495003 -0.021053 0.281 -0.669 -0.172
O -1.970785 -1.603173 1.827072 0.031 0.189 -0.430
H -0.043275 -3.253607 3.196413 0.209 -0.038 0.098
O -1.847735 3.952891 -2.339883 0.330 -0.119 -0.181
H -0.508963 0.441626 1.669953 0.351 0.031 0.376
O -2.868447 1.330521 -2.849420 -0.240 -0.158 0.251
H -0.054342 3.021795 -1.984294 -0.012 -0.608 0.293
H 2.505950 2.732690 4.133198 -0.251 0.153 0.135
H 3.488584 5.839002 2.888737 0.061 0.030 0.071
H 2.675816 -3.341179 -0.386523 0.094 0.005 -0.001
O 0.659627 0.181096 -4.216739 0.236 -0.021 0.804
C -1.857460 1.670806 -1.928354 0.884 0.257 -0.222
N -0.841063 -1.467252 -3.739781 0.503 -0.434 0.514
H -1.268751 0.770883 -1.751766 -0.092 -0.054 -0.113
H -0.436465 -2.238620 -0.411750 -0.165 0.161 0.322
H -4.163403 -0.806869 2.816721 0.042 -0.083 0.078
H 2.104226 4.540605 1.727309 -0.204 0.020 0.007
H -3.542650 0.768309 3.207495 -0.224 0.074 -0.202
O 0.073274 -3.961778 -2.138423 0.334 -0.337 0.505
H 1.083031 -2.690647 -2.882730 -0.007 0.390 -0.247
H -0.777781 2.647455 -3.551930 -0.004 -0.381 0.051
C 0.419148 -0.926491 -3.761902 -0.622 0.083 -1.013
N -1.269493 0.530162 2.321880 -0.623 -0.818 -0.396
H 1.299437 4.911517 3.262678 -0.035 -0.114 0.101
H 0.205015 0.096613 -0.632563 0.115 -0.176 0.046
H -1.664014 -5.437972 -0.028476 -0.113 -0.518 -0.151
H 2.959443 2.511307 2.457440 0.087 -0.037 0.101
C -0.995649 2.786712 -2.491595 -0.517 1.049 -0.110
N -0.956844 -5.409136 -0.743265 0.109 0.769 0.874
H -0.947419 -6.105804 -1.465555 -0.041 0.011 -0.062
N -0.855408 -3.134023 -0.247634 0.154 -1.647 0.076
C -2.218474 -0.470273 2.241950 -0.441 0.404 1.422
H -0.888961 -2.411783 -3.392833 -0.475 0.049 0.000
N -3.417452 -0.136411 2.792138 0.544 -0.125 -0.262
C 2.186642 2.935714 3.108405 0.694 -0.169 -0.267
H -1.243060 -3.437444 0.626428 -0.082 1.083 0.332
H 1.461994 1.246786 -0.204565 0.176 -0.020 -0.352
O 3.383946 4.969448 3.283726 -0.031 -0.167 0.094
H 1.163788 1.542721 2.275944 -0.151 -0.035 -0.047
```
Forces are in eV/Å.

Molar mass ... 572.0 g mol⁻¹
F_max ... 2.1 eV/A
2S+1 ... 1
LUMO ... -0.2695 Eh
Charge ... +1

Just the Löwdin charges please, in e? Sure, here they are:
1. C -0.639
2. C -0.190
3. Hg 1.350
4. C -0.253
5. H 0.065
6. N 0.138
7. H 0.120
8. H 0.102
9. H 0.093
10. O -0.112
11. H 0.030
12. H 0.084
13. O -0.473
14. O -0.083
15. H 0.099
16. H 0.015
17. H 0.082
18. O -0.106
19. O -0.010
20. H 0.083
21. O -0.087
22. H 0.055
23. O -0.051
24. H 0.112
25. H 0.123
26. H 0.092
27. H 0.086
28. O 0.027
29. C -0.264
30. N 0.174
31. H 0.077
32. H 0.088
33. H 0.116
34. H 0.123
35. H 0.110
36. O -0.023
37. H 0.035
38. H 0.119
39. C -0.677
40. N 0.167
41. H 0.125
42. H 0.069
43. H 0.101
44. H 0.121
45. C -0.214
46. N 0.169
47. H 0.115
48. N 0.191
49. C -0.617
50. H 0.069
51. N 0.184
52. C -0.240
53. H 0.075
54. H 0.088
55. O -0.057
56. H 0.027

[3]
ORCA calculation (the ωB97M-V functional and the def2-TZVPD basis) on a cluster of 4 separate species, C2H11NO4 in total.

Geometry as XYZ:
```
18
Properties=species:S:1:pos:R:3:forces:R:3
C -0.168938 -2.063284 0.163526 0.237 -1.683 0.343
O -2.750465 1.724797 1.532658 0.067 -0.124 -0.167
N -0.018548 -3.433197 0.348638 -0.176 1.671 -0.515
H 2.256650 0.089595 -2.141358 0.229 0.029 -0.002
H 1.497988 -1.258319 1.105673 0.429 0.305 -0.238
H -2.932867 1.419022 0.633160 -0.051 0.122 0.291
H -3.579683 2.073711 1.874533 0.021 -0.041 -0.137
O -0.627153 -1.567431 -0.839007 -0.050 0.113 -0.234
H 1.502268 4.536966 -0.188895 -0.002 -0.623 0.043
O 0.810986 4.230085 -0.781599 -0.482 0.535 -0.441
H 1.243487 1.038444 -1.588295 0.722 0.010 -0.030
H 0.343587 -1.656140 2.306783 -0.341 -0.513 -0.318
H 0.105503 -3.719649 1.294115 0.036 -0.626 0.151
H 0.700245 3.276542 -0.761197 0.496 0.143 0.410
O 2.211431 0.949981 -1.707689 -1.026 -0.162 0.048
H 0.006782 -0.292262 1.293856 0.243 0.074 -0.167
C 0.433818 -1.294337 1.277821 -0.125 1.243 0.957
H -0.367717 -4.026067 -0.374032 -0.229 -0.474 0.005
```
Forces are in eV/Å.

SMILES ... CC(N)=O.O.O.O
Molar mass ... 113.1 g mol⁻¹
F_max ... 1.8 eV/A
2S+1 ... 1
LUMO ... 0.0200 Eh
ΔE to the lowest compared entry with this formula, charge and spin ... 94.4 kJ/mol

Just the Löwdin charges please, in e? Sure, here they are:
1. C -0.598
2. O -0.068
3. N 0.146
4. H 0.034
5. H 0.087
6. H 0.037
7. H 0.031
8. O 0.044
9. H 0.036
10. O -0.055
11. H 0.035
12. H 0.083
13. H 0.084
14. H 0.015
15. O -0.071
16. H 0.083
17. C -0.021
18. H 0.097

Number 1: frontier orbital gap 0.2221 Ha. Number 2: frontier orbital gap 0.1591 Ha. Number 3: frontier orbital gap 0.3959 Ha.